An isolated molecule of C28H48BrFN2O4 in a non-equilibrium geometry. Source: OMol25; level of theory: ωB97M-V/def2-TZVPD.

**Frontier orbital gap**: 0.32188 hartree
**Total energy**: -113724.9108 eV
**F_max**: 0.17551 hartree/bohr
**SMILES**: CCCCCC[C@@H](Br)O[C@@H](CC)[C@@](COC)(c1ccncc1)N(CCF)CCCCCCOC(C)=O

Geometry as XYZ:
```
84
Properties=species:S:1:pos:R:3:forces:R:3:lowdin_charge:R:1
C 5.99370 -2.85158 0.48945 0.176 -0.949 -0.277 -0.150
C 4.75774 -3.89250 0.07071 0.589 0.476 1.067 -0.243
C 3.99310 -4.25247 1.49302 -1.061 -0.238 -1.087 -0.224
C 2.38018 -4.44406 1.23691 0.015 -0.322 0.555 -0.224
C 1.49994 -3.40216 2.18462 -0.801 -1.458 -0.714 -0.191
C 0.17097 -2.98740 1.31853 -0.672 0.692 -0.392 -0.211
C 0.27900 -1.46011 0.63857 0.301 -1.597 3.712 -0.652
Br 1.29358 -1.66166 -1.03512 -0.375 0.483 0.257 0.720
O -1.04230 -0.91129 0.64906 1.172 0.094 -2.335 -0.192
C -1.50983 -0.22164 -0.53978 -0.418 2.170 -0.711 -0.261
C -2.10663 -1.18121 -1.72231 0.653 -1.058 -0.993 -0.186
C -2.35319 -2.74875 -1.31512 0.052 -0.925 -0.652 -0.126
C -2.59670 0.92712 0.02298 -1.141 -1.194 -1.231 -0.265
C -2.65409 2.13834 -1.07416 -0.226 1.295 0.093 -0.158
O -3.18049 1.78388 -2.39935 2.660 0.516 -0.195 -0.254
C -2.08202 2.07523 -3.37619 0.308 0.064 -0.815 -0.107
C -4.02142 0.06985 0.16444 -4.540 -2.342 0.865 -0.034
C -5.44246 0.45841 -0.55192 0.090 -1.346 0.993 -0.001
C -6.84740 -0.36332 -0.42167 3.868 -1.195 2.190 -0.101
N -6.92887 -1.57135 0.44915 4.641 3.194 -0.710 -0.042
C -5.67270 -1.94337 1.16105 1.202 1.442 -0.811 -0.118
C -4.18269 -1.28701 1.12951 -3.066 2.137 -2.446 0.014
N -2.27049 1.47799 1.37692 -1.165 1.771 0.011 -0.114
C -3.47447 2.19758 2.02694 -0.343 0.633 1.532 -0.150
C -4.12015 1.31982 3.29199 -0.222 -0.134 -0.513 -0.112
F -3.11689 0.29575 3.66925 -2.226 1.945 -0.496 -0.144
C -1.21457 2.52473 1.45634 1.714 1.409 0.385 -0.234
C 0.25167 2.24429 0.82830 0.726 1.012 1.131 -0.159
C 1.22503 3.51252 1.32433 0.960 -0.726 0.143 -0.197
C 2.28193 3.98758 0.11968 -1.086 -0.333 1.467 -0.187
C 3.65644 3.12204 0.31606 0.902 0.784 -0.290 -0.162
C 4.38279 2.62319 -1.06239 1.855 -0.480 1.013 -0.201
O 3.80208 3.14284 -2.30869 1.025 -3.370 -1.670 -0.127
C 4.31468 2.19485 -3.35327 6.156 1.104 -2.534 -0.270
C 3.50252 0.87915 -3.89824 -0.475 -0.658 -0.123 -0.032
O 5.55563 2.39472 -3.86627 -8.233 -1.056 3.542 -0.028
H 5.64799 -1.74015 0.36087 0.698 -2.144 0.421 0.069
H 6.95513 -3.04254 -0.17193 -1.998 0.539 1.313 0.073
H 6.28120 -3.09737 1.61693 -0.534 0.778 -2.462 0.078
H 5.16927 -4.90339 -0.36095 -0.733 2.113 0.660 0.107
H 4.04760 -3.37238 -0.72505 1.412 -1.202 1.825 0.082
H 4.40541 -5.27204 1.89760 -0.532 2.165 -0.598 0.112
H 4.11833 -3.39352 2.28486 0.002 -1.749 -1.589 0.100
H 2.09009 -5.55286 1.53028 0.430 2.291 -0.564 0.112
H 2.06659 -4.32932 0.09525 0.903 -0.036 2.504 0.080
H 1.13308 -4.01819 3.12666 0.795 1.424 -1.860 0.118
H 2.12675 -2.49557 2.58055 -1.240 -1.590 -1.014 0.108
H -0.79224 -2.95820 1.98286 1.847 0.098 -1.100 0.115
H -0.07365 -3.73997 0.42514 0.748 1.494 2.101 0.107
H 0.96421 -0.86027 1.41114 -1.383 -0.925 -2.046 0.113
H -0.69056 0.46457 -1.07634 -1.306 -1.802 1.515 0.110
H -3.06599 -0.80482 -2.26674 1.778 -0.207 1.476 0.113
H -1.26523 -1.21672 -2.57195 -1.821 0.199 1.868 0.096
H -3.34816 -3.17138 -1.82140 2.114 1.104 1.231 0.095
H -2.39302 -2.97733 -0.17142 0.013 0.658 -2.189 0.057
H -1.47776 -3.40286 -1.77813 -1.734 1.348 1.093 0.074
H -1.58779 2.63155 -1.28785 -2.167 -1.295 1.110 0.118
H -3.32472 3.02317 -0.65184 1.259 -1.883 -0.751 0.143
H -2.35429 1.70347 -4.46994 0.156 0.816 2.515 0.112
H -1.87215 3.24882 -3.40304 -0.441 -2.514 0.031 0.114
H -1.08239 1.50919 -3.09008 -2.025 1.128 -0.387 0.093
H -5.48303 1.43350 -1.23964 0.242 -2.417 1.617 0.096
H -7.83695 -0.03406 -1.00270 2.572 -0.808 1.486 0.109
H -5.77148 -2.89164 1.88300 0.073 2.338 -1.881 0.105
H -3.26620 -1.71573 1.76314 -2.411 1.107 -1.563 0.109
H -3.11653 3.20635 2.56176 -0.515 -2.315 -1.385 0.124
H -4.27346 2.56370 1.25615 1.250 -1.090 1.451 0.119
H -5.14810 0.80994 2.97373 2.505 0.729 0.711 0.118
H -4.33042 1.99768 4.24345 0.709 -1.473 -2.051 0.124
H -1.01223 2.72060 2.61933 -0.459 -0.560 -2.519 0.152
H -1.57547 3.58687 1.04683 0.676 -2.074 0.619 0.132
H 0.70142 1.29772 1.34855 -0.960 1.535 -1.462 0.106
H 0.33333 2.23914 -0.33868 -0.396 -0.367 2.240 0.096
H 0.61087 4.40362 1.77235 1.039 -1.669 -1.061 0.107
H 1.93285 3.09354 2.18952 -1.743 1.060 -1.633 0.110
H 1.72143 3.82455 -0.89364 1.445 0.350 1.755 0.105
H 2.47856 5.12776 0.30531 -0.182 -2.235 -0.685 0.114
H 4.43569 3.84154 0.86401 -1.727 -1.615 -1.161 0.125
H 3.55643 2.18012 1.01719 -0.182 1.903 -1.502 0.115
H 5.52544 2.96753 -1.06078 -2.460 -0.768 0.068 0.144
H 4.40793 1.45060 -1.10183 -0.251 2.110 0.134 0.126
H 2.33478 0.97615 -3.89096 2.292 0.127 0.237 0.081
H 3.81111 0.59194 -5.01504 -0.361 1.121 2.610 0.109
H 3.76266 -0.09335 -3.25991 -0.411 2.364 -1.089 0.093
```
Forces are in eV/Å.